Below is a cluster of 2 separate species, C5H11N in total at a distorted geometry, with properties calculated with ωB97M-V/def2-TZVPD.

Properties
frontier orbital gap = 9.7082 eV
spin multiplicity = 1
charge = 0
energy relative to the best compared isomer or geometry (same formula, charge and spin) = 4.992 eV
HOMO = -8.973 eV

Bonds (Å) are listed after each position.
Element x y z (Å)
1 C -1.287 -0.491 0.365  C2 1.500, H8 1.203, H9 1.256, N17 1.505
2 C -0.092 -0.179 -0.486  C1 1.500, C3 1.504, C5 1.559, H10 1.149
3 C 1.151 -1.002 -0.283  C2 1.504, C4 1.515, H11 1.084, H12 1.123
4 C 1.887 0.165 0.342  C3 1.515, C5 1.559, H13 1.100, H14 1.155
5 C 0.721 1.097 -0.106  C2 1.559, C4 1.559, H15 1.176, H16 1.132
6 H -2.292 1.203 -1.080  no bonds
7 H -3.082 0.342 0.894  N17 1.228
8 H -1.550 -1.620 0.685  C1 1.203
9 H -1.030 0.081 1.453  C1 1.256
10 H -0.332 -0.476 -1.569  C2 1.149
11 H 1.059 -1.951 0.234  C3 1.084
12 H 1.527 -1.257 -1.310  C3 1.123
13 H 2.888 0.521 0.061  C4 1.100
14 H 1.877 0.059 1.493  C4 1.155
15 H 0.097 1.825 0.575  C5 1.176
16 H 1.017 1.590 -1.082  C5 1.132
17 N -2.559 0.093 -0.188  C1 1.505, H7 1.228